Here is a cluster of 3 separate species, C14H29Cl2FNO3S2 in total from the OMol25 dataset. Energies are from ωB97M-V with the def2-TZVPD basis set.

XYZ file:
```
52
Properties=species:S:1:pos:R:3:mulliken_charge:R:1
C -5.777 1.561 -1.406 -1.37
C -4.617 0.638 -1.222 0.72
Cl -5.007 -1.049 -1.120 -0.19
C -3.335 0.993 -1.134 -0.42
Cl -2.915 2.657 -1.188 -0.19
C -2.200 0.024 -0.914 -0.20
C -2.086 -0.289 0.574 -0.69
N -1.046 -1.353 0.730 0.03
C -0.974 -2.013 2.090 -0.75
C -1.111 -1.075 3.280 -0.59
C 0.079 -0.148 3.497 -0.12
F -0.111 1.061 2.809 -0.30
C 0.261 -0.818 0.242 -0.36
C 0.143 -0.246 -1.164 -0.68
O -0.993 0.572 -1.369 -0.21
H -5.685 2.398 -0.713 0.37
H -5.791 1.954 -2.421 0.31
H -6.707 1.046 -1.193 0.40
H -2.427 -0.899 -1.465 0.45
H -1.715 0.600 1.080 0.27
H -3.027 -0.614 1.010 0.69
H -1.305 -2.091 0.073 0.42
H -1.758 -2.769 2.099 0.42
H -0.004 -2.507 2.134 0.45
H -2.040 -0.507 3.270 0.35
H -1.172 -1.729 4.153 0.49
H 0.968 -0.629 3.091 0.02
H 0.210 0.084 4.551 0.35
H 0.975 -1.638 0.254 0.37
H 0.605 -0.067 0.943 0.32
H 0.203 -1.027 -1.930 0.24
H 0.999 0.403 -1.326 0.45
C 0.218 2.878 -4.354 -0.76
S 1.898 2.301 -4.104 0.38
O 1.804 1.159 -3.147 -0.58
C 2.454 3.717 -3.153 -0.91
H -0.315 2.103 -4.900 0.31
H -0.255 3.043 -3.386 0.13
H 0.236 3.795 -4.943 0.41
H 1.819 3.834 -2.275 0.27
H 2.417 4.608 -3.779 0.38
H 3.481 3.527 -2.850 0.33
C 4.508 -3.709 2.061 -1.00
S 3.802 -2.254 2.827 0.36
O 2.360 -2.218 2.411 -0.51
C 4.647 -1.045 1.809 -0.95
H 4.059 -4.580 2.532 0.34
H 4.284 -3.703 0.994 0.31
H 5.583 -3.714 2.231 0.41
H 4.416 -1.226 0.759 0.30
H 5.719 -1.118 1.985 0.42
H 4.297 -0.058 2.106 0.31
```

E_tot, eV: -72046.158
Spin multiplicity: 1
Total charge: +1



Here is a structure of composition C14H29DyNO4P at a distorted geometry from the OMol25 dataset. Energies are from ωB97M-V with the def2-TZVPD basis set.

XYZ file:
```
50
Properties=species:S:1:pos:R:3:mulliken_charge:R:1
C 1.465 -1.978 2.502 -0.70
C 1.474 -3.213 1.413 0.30
O 0.217 -3.386 0.669 -0.48
P -0.080 -2.087 -0.452 0.44
O -0.403 -0.688 0.213 -0.23
C 1.271 -1.835 -1.778 -0.75
C 2.452 -0.753 -1.349 -0.06
C 2.740 0.400 -2.492 -0.76
C 1.439 1.319 -2.879 -0.30
C 1.619 2.812 -2.151 -0.67
C 1.180 2.699 -0.563 0.36
C -0.036 3.720 -0.127 -0.64
C -0.580 3.446 1.430 -0.65
N -0.612 1.976 1.786 0.18
C -1.753 1.619 2.714 0.11
C -2.944 0.515 2.373 -0.55
O -1.773 2.258 3.913 -0.55
O -1.550 -2.544 -1.339 -0.43
C -2.630 -1.554 -1.029 0.11
C -4.003 -2.097 -1.786 -1.07
H 0.330 -1.646 2.658 0.25
H 2.045 -1.035 2.078 0.18
H 1.898 -2.252 3.554 0.38
H 1.631 -4.209 2.051 -1.03
H 2.425 -3.121 0.724 0.50
H 0.773 -1.397 -2.769 0.44
H 1.755 -2.869 -2.118 0.35
H 3.454 -1.397 -1.285 0.37
H 2.302 -0.307 -0.262 -0.01
H 3.186 -0.060 -3.499 0.35
H 3.588 1.137 -2.097 0.34
H 0.453 0.787 -2.471 0.13
H 2.723 3.198 -2.283 0.29
H 0.858 3.533 -2.671 0.37
H 2.097 2.840 0.158 0.30
H 0.775 1.585 -0.426 -0.39
H 0.261 4.856 -0.183 0.30
H -0.951 3.517 -0.829 0.31
H 0.185 4.028 2.131 0.27
H -1.675 3.881 1.600 0.32
H 0.291 1.644 2.202 0.19
H -3.346 0.691 1.267 0.15
H -2.592 -0.609 2.548 0.11
H -3.900 0.644 3.070 0.36
H -2.888 -1.499 0.112 0.07
H -2.369 -0.503 -1.510 0.22
H -3.713 -2.264 -2.914 0.30
H -4.837 -1.253 -1.693 0.32
H -4.415 -3.068 -1.254 0.29
Dy 2.163 -5.481 3.045 2.34
```

E_tot, eV: -58011.540
Spin multiplicity: 6
Total charge: +2



Here is a cluster of 3 separate species, C14H29FNO8S4 in total from the OMol25 dataset. Energies are from ωB97M-V with the def2-TZVPD basis set.

XYZ file:
```
57
Properties=species:S:1:pos:R:3:mulliken_charge:R:1
C -0.761 0.100 4.097 -1.76
C -0.619 -0.086 2.581 1.22
C -1.933 0.176 1.830 -1.44
C 0.026 -1.423 2.201 -0.58
S -0.732 -2.903 2.919 1.29
O -2.110 -2.569 3.212 -0.73
O 0.104 -3.255 4.044 -0.70
N -0.780 -3.996 1.760 -0.54
S 0.413 -4.882 1.228 1.18
O -0.161 -5.810 0.272 -0.74
O 1.289 -5.438 2.227 -0.67
C 1.427 -3.831 0.152 0.06
C 2.751 -3.257 0.650 -0.28
F 2.812 -3.064 2.018 -0.29
H -0.731 1.163 4.355 0.41
H 0.044 -0.405 4.636 0.38
H -1.705 -0.316 4.450 0.37
H 0.099 0.662 2.227 0.33
H -2.592 0.831 2.403 0.37
H -1.726 0.643 0.866 0.13
H -2.449 -0.766 1.641 0.46
H 1.053 -1.453 2.558 0.52
H 0.004 -1.527 1.115 -0.39
H 1.644 -4.485 -0.693 0.58
H 0.798 -3.026 -0.214 -0.69
H 3.586 -3.901 0.368 0.35
H 2.904 -2.280 0.188 0.15
C 0.470 -1.137 -5.209 -0.53
C -0.718 -2.043 -4.851 -0.63
C -0.444 -2.640 -3.467 -0.73
S 0.592 -1.444 -2.611 1.19
O 1.895 -2.022 -2.393 -0.67
O -0.134 -0.834 -1.531 -0.60
C 0.734 -0.284 -3.973 -0.82
H 0.261 -0.521 -6.083 0.36
H 1.350 -1.746 -5.430 0.28
H -1.631 -1.445 -4.820 0.29
H -0.865 -2.829 -5.590 0.33
H -1.339 -2.788 -2.867 0.41
H 0.123 -3.568 -3.511 0.39
H 1.724 0.164 -3.932 0.41
H -0.033 0.477 -3.829 0.33
C 0.762 5.916 0.564 -0.57
C -0.432 6.191 -0.363 -0.57
C -1.180 4.868 -0.549 -0.77
S -0.878 3.907 0.950 1.30
O -0.087 2.762 0.589 -0.59
O -2.094 3.782 1.705 -0.73
C 0.209 5.104 1.728 -0.79
H 1.228 6.838 0.908 0.35
H 1.519 5.333 0.036 0.29
H -1.091 6.927 0.103 0.28
H -0.112 6.597 -1.322 0.32
H -2.255 4.987 -0.660 0.37
H -0.784 4.280 -1.374 0.34
H 0.956 4.554 2.296 0.40
H -0.401 5.713 2.396 0.37
```

Energy above the lowest of the compared OMol25 structures with the same formula, charge and spin, kcal per mole: 0.0
Spin multiplicity: 1
Total charge: -1



Here is a cluster of 2 separate species, C14H29N3O5P in total at a distorted geometry from the OMol25 dataset. Energies are from ωB97M-V with the def2-TZVPD basis set.

XYZ file:
```
52
Properties=species:S:1:pos:R:3:mulliken_charge:R:1
C 5.527 -0.392 2.202 -0.70
O 5.737 -1.201 1.060 -0.41
C 4.793 -2.225 0.892 -0.80
C 3.369 -1.750 0.688 -0.35
C 2.353 -2.884 0.770 -0.75
C 0.967 -2.326 0.382 0.10
C -0.186 -2.815 1.288 -1.12
C -1.123 -1.660 1.649 -0.30
C -2.153 -1.397 0.545 -0.84
N -2.561 0.015 0.463 0.09
C -1.798 0.978 0.100 -0.57
N -0.526 0.830 -0.259 0.12
C 0.204 2.072 0.005 -0.88
C -0.923 2.940 0.610 0.19
P -0.920 2.906 2.454 0.30
O 0.371 2.466 3.000 -0.58
N -2.167 2.349 0.079 -0.39
H 6.457 -0.202 2.723 0.28
H 5.102 0.561 1.897 0.25
H 4.827 -0.830 2.903 0.31
H 5.083 -2.739 -0.016 0.37
H 4.831 -2.973 1.690 0.41
H 3.282 -1.287 -0.291 0.26
H 3.056 -0.999 1.407 0.39
H 2.303 -3.258 1.783 0.37
H 2.636 -3.645 0.054 0.27
H 0.750 -2.529 -0.660 0.42
H 1.026 -1.258 0.523 -0.17
H -0.793 -3.507 0.717 0.33
H 0.180 -3.267 2.196 0.45
H -0.577 -0.760 1.897 0.32
H -1.669 -1.924 2.547 0.43
H -1.771 -1.699 -0.423 0.36
H -3.028 -1.982 0.755 0.37
H -3.515 0.265 0.698 0.34
H -0.299 0.260 -1.063 0.29
H 0.707 2.467 -0.870 0.38
H 0.993 1.873 0.722 0.39
H -0.720 3.950 0.281 0.62
H -2.014 2.093 2.822 0.06
H -1.246 4.213 2.863 0.13
H -2.089 2.595 -0.912 0.32
C -3.794 1.083 -4.733 -0.33
C -4.303 1.942 -3.594 -0.33
O -3.098 2.185 -2.846 -0.39
C -2.042 2.034 -3.685 0.68
O -0.924 2.318 -3.382 -0.50
O -2.429 1.512 -4.859 -0.32
H -4.332 1.241 -5.663 0.32
H -3.803 0.019 -4.493 0.25
H -4.700 2.899 -3.933 0.25
H -5.048 1.445 -2.979 0.31
```

E_tot, eV: -38978.052
Spin multiplicity: 1
Total charge: +1



Copy entry 1 word for word.
Here is a cluster of 3 separate species, C14H29Cl2FNO3S2 in total from the OMol25 dataset. Energies are from ωB97M-V with the def2-TZVPD basis set.

XYZ file:
```
52
Properties=species:S:1:pos:R:3:mulliken_charge:R:1
C -5.777 1.561 -1.406 -1.37
C -4.617 0.638 -1.222 0.72
Cl -5.007 -1.049 -1.120 -0.19
C -3.335 0.993 -1.134 -0.42
Cl -2.915 2.657 -1.188 -0.19
C -2.200 0.024 -0.914 -0.20
C -2.086 -0.289 0.574 -0.69
N -1.046 -1.353 0.730 0.03
C -0.974 -2.013 2.090 -0.75
C -1.111 -1.075 3.280 -0.59
C 0.079 -0.148 3.497 -0.12
F -0.111 1.061 2.809 -0.30
C 0.261 -0.818 0.242 -0.36
C 0.143 -0.246 -1.164 -0.68
O -0.993 0.572 -1.369 -0.21
H -5.685 2.398 -0.713 0.37
H -5.791 1.954 -2.421 0.31
H -6.707 1.046 -1.193 0.40
H -2.427 -0.899 -1.465 0.45
H -1.715 0.600 1.080 0.27
H -3.027 -0.614 1.010 0.69
H -1.305 -2.091 0.073 0.42
H -1.758 -2.769 2.099 0.42
H -0.004 -2.507 2.134 0.45
H -2.040 -0.507 3.270 0.35
H -1.172 -1.729 4.153 0.49
H 0.968 -0.629 3.091 0.02
H 0.210 0.084 4.551 0.35
H 0.975 -1.638 0.254 0.37
H 0.605 -0.067 0.943 0.32
H 0.203 -1.027 -1.930 0.24
H 0.999 0.403 -1.326 0.45
C 0.218 2.878 -4.354 -0.76
S 1.898 2.301 -4.104 0.38
O 1.804 1.159 -3.147 -0.58
C 2.454 3.717 -3.153 -0.91
H -0.315 2.103 -4.900 0.31
H -0.255 3.043 -3.386 0.13
H 0.236 3.795 -4.943 0.41
H 1.819 3.834 -2.275 0.27
H 2.417 4.608 -3.779 0.38
H 3.481 3.527 -2.850 0.33
C 4.508 -3.709 2.061 -1.00
S 3.802 -2.254 2.827 0.36
O 2.360 -2.218 2.411 -0.51
C 4.647 -1.045 1.809 -0.95
H 4.059 -4.580 2.532 0.34
H 4.284 -3.703 0.994 0.31
H 5.583 -3.714 2.231 0.41
H 4.416 -1.226 0.759 0.30
H 5.719 -1.118 1.985 0.42
H 4.297 -0.058 2.106 0.31
```

E_tot, eV: -72046.158
Spin multiplicity: 1
Total charge: +1